The following is a DFT calculation (the ωB97M-V functional and the def2-TZVPD basis) of a structure of composition C29H73BBrINNbO12PS2 at a distorted geometry.

```
122
Properties=species:S:1:pos:R:3:lowdin_charge:R:1
C -3.65 2.77 1.80 -0.13
C -4.13 2.06 0.54 -0.45
C -3.01 1.70 -0.42 -0.81
I -3.93 1.45 -2.42 0.66
Nb -1.78 -0.18 -0.01 1.35
Br -2.66 -1.49 -2.13 -0.07
C -0.34 -1.90 0.51 -0.28
O -0.23 -2.21 1.92 -0.11
C 0.96 -2.52 2.41 -0.58
C 1.02 -2.34 3.90 0.02
O 1.89 -2.95 1.78 0.08
N -0.21 0.68 -1.20 -0.10
C -0.06 0.19 -2.28 -1.04
S 0.61 -0.56 -3.51 0.59
B -0.90 0.73 1.95 -0.57
C 0.02 2.00 1.73 -0.07
O -1.15 0.27 3.23 0.03
P -3.67 -1.38 1.34 0.05
O -3.27 -2.86 1.90 -0.30
O -4.05 -0.59 2.70 -0.30
S -5.30 -1.61 0.27 0.13
H -3.36 1.99 2.52 0.05
H -4.47 3.31 2.25 0.07
H -2.77 3.38 1.65 0.05
H -4.79 2.76 0.03 0.05
H -4.77 1.22 0.81 0.04
H -2.33 2.53 -0.54 0.00
H -0.74 -2.77 -0.01 0.04
H 0.64 -1.71 0.07 0.06
H 1.32 -3.29 4.33 0.08
H 0.04 -2.09 4.29 0.08
H 1.74 -1.57 4.15 0.09
H 0.92 1.70 1.20 0.05
H -0.50 2.69 1.07 0.04
H 0.25 2.49 2.68 0.06
H -1.58 0.96 3.75 0.09
H -3.11 -3.39 1.11 0.04
H -4.52 -1.20 3.29 0.06
C -5.80 6.34 -1.68 -0.06
C -5.94 5.95 -0.21 -0.49
C -6.26 7.16 0.65 -0.07
O -4.74 5.33 0.24 -0.05
H -4.98 7.05 -1.81 0.08
H -5.57 5.46 -2.28 0.08
H -6.72 6.79 -2.06 0.08
H -6.72 5.20 -0.10 0.14
H -5.46 7.90 0.58 0.08
H -6.35 6.87 1.70 0.07
H -7.19 7.64 0.34 0.08
H -4.03 5.97 0.16 0.09
C 4.54 -4.74 -1.08 -0.06
C 5.31 -5.01 0.20 -0.50
C 5.05 -6.43 0.70 -0.06
O 4.96 -4.07 1.21 -0.05
H 3.46 -4.84 -0.91 0.09
H 4.72 -3.73 -1.43 0.06
H 4.83 -5.44 -1.87 0.08
H 6.38 -4.87 0.02 0.13
H 3.99 -6.55 0.92 0.07
H 5.60 -6.62 1.62 0.08
H 5.34 -7.18 -0.04 0.08
H 4.01 -4.17 1.39 0.06
C -1.42 5.95 5.45 -0.06
C -2.19 5.98 4.13 -0.49
C -3.53 6.68 4.29 -0.05
O -2.38 4.65 3.65 -0.06
H -1.99 5.40 6.21 0.08
H -0.47 5.44 5.32 0.07
H -1.23 6.96 5.82 0.08
H -1.59 6.49 3.38 0.11
H -4.16 6.15 5.01 0.08
H -4.06 6.69 3.33 0.07
H -3.40 7.71 4.62 0.08
H -2.91 4.17 4.29 0.09
C 0.08 -9.45 2.45 -0.07
C 1.42 -8.80 2.80 -0.50
C 1.23 -7.40 3.36 -0.06
O 2.26 -8.75 1.64 -0.06
H -0.44 -8.86 1.69 0.08
H 0.24 -10.45 2.04 0.08
H -0.56 -9.52 3.33 0.08
H 1.95 -9.42 3.52 0.13
H 0.74 -6.76 2.63 0.08
H 2.19 -6.95 3.60 0.08
H 0.61 -7.42 4.26 0.08
H 1.81 -8.21 0.98 0.08
C 1.91 9.33 1.63 -0.06
C 1.18 8.69 2.80 -0.50
C 2.10 7.81 3.63 -0.06
O 0.07 7.93 2.33 -0.06
H 2.30 8.56 0.96 0.08
H 1.23 9.95 1.05 0.08
H 2.75 9.94 1.97 0.08
H 0.75 9.47 3.43 0.14
H 2.50 7.00 3.02 0.08
H 1.56 7.36 4.46 0.07
H 2.94 8.38 4.03 0.08
H 0.41 7.22 1.77 0.09
C 4.74 -2.14 -4.00 -0.06
C 4.66 -2.54 -5.46 -0.49
C 5.46 -1.59 -6.34 -0.07
O 3.30 -2.57 -5.89 -0.07
H 4.32 -1.14 -3.85 0.08
H 4.15 -2.82 -3.37 0.06
H 5.77 -2.14 -3.64 0.08
H 5.03 -3.56 -5.59 0.14
H 5.06 -0.58 -6.25 0.08
H 5.39 -1.89 -7.38 0.07
H 6.51 -1.58 -6.05 0.08
H 2.94 -1.68 -5.78 0.08
C 1.50 -4.10 -9.08 -0.06
C 0.68 -4.82 -8.01 -0.49
C 1.57 -5.66 -7.12 -0.06
O -0.32 -5.64 -8.63 -0.06
H 2.01 -4.83 -9.72 0.08
H 0.85 -3.50 -9.72 0.08
H 2.25 -3.45 -8.63 0.07
H 0.15 -4.09 -7.41 0.14
H 2.09 -6.43 -7.70 0.08
H 0.98 -6.17 -6.36 0.08
H 2.33 -5.04 -6.63 0.06
H 0.13 -6.29 -9.17 0.08
```

Total charge: -1
Gap between HOMO and LUMO, eV: 6.27

The following is a DFT calculation (the ωB97M-V functional and the def2-TZVPD basis) of a structure of composition C22H38O3P2STi at a distorted geometry.

```
67
Properties=species:S:1:pos:R:3:nbo_charge:R:1
P 1.53 -0.05 -1.97 0.98
P -1.47 0.11 0.97 0.87
C -0.11 -0.85 -1.47 -0.82
C -1.36 -0.15 -0.83 -0.75
H -0.02 -1.90 -1.15 0.25
H -0.32 -0.89 -2.54 0.29
H -1.67 0.72 -1.43 0.24
H -2.18 -0.86 -0.86 0.27
C -1.95 -1.37 1.94 -0.95
H -1.73 -1.11 2.99 0.28
H -1.34 -2.25 1.67 0.25
H -3.01 -1.63 1.85 0.21
C -2.56 1.48 1.37 -0.93
H -3.63 1.20 1.33 0.22
H -2.39 2.30 0.67 0.25
H -2.32 1.80 2.39 0.27
C 2.53 -1.43 -2.57 -0.95
H 3.57 -1.12 -2.53 0.24
H 2.28 -1.73 -3.59 0.20
H 2.42 -2.31 -1.91 0.26
C 1.14 1.26 -3.15 -0.96
H 0.31 1.89 -2.79 0.26
H 0.89 0.90 -4.15 0.23
H 2.03 1.89 -3.23 0.25
Ti 0.93 -0.04 0.52 0.78
C -3.72 -1.57 -2.16 -0.18
C -3.29 -2.63 -1.46 -0.18
C -3.07 -3.97 -2.10 -0.45
C -2.22 -3.96 -3.39 -0.45
C -1.16 -2.90 -3.49 -0.17
C -1.41 -1.71 -4.09 -0.20
C -2.77 -1.31 -4.58 -0.45
C -3.97 -1.58 -3.65 -0.45
C 2.57 1.10 -0.19 -1.12
H -4.06 -0.65 -1.66 0.20
H -3.17 -2.62 -0.37 0.21
H -4.02 -4.47 -2.34 0.22
H -2.59 -4.60 -1.35 0.21
H -1.73 -4.94 -3.46 0.22
H -2.90 -3.93 -4.24 0.20
H -0.16 -3.18 -3.15 0.21
H -0.61 -1.00 -4.38 0.20
H -3.00 -1.78 -5.54 0.22
H -2.72 -0.24 -4.80 0.21
H -4.71 -0.81 -3.87 0.22
H -4.45 -2.51 -3.97 0.21
H 2.32 2.05 0.31 0.20
H 2.99 1.37 -1.16 0.16
H 3.37 0.62 0.38 0.20
C 4.84 4.50 6.12 -0.63
C 3.87 3.62 5.39 0.00
C 4.31 2.85 4.31 -0.22
C 3.46 1.99 3.61 -0.11
C 2.11 1.93 3.99 -0.34
C 1.63 2.70 5.06 -0.17
C 2.51 3.55 5.72 -0.22
S 0.92 0.92 3.09 2.34
O 1.60 -0.34 2.54 -0.99
O -0.27 0.66 3.87 -0.95
O 0.66 1.66 1.78 -0.99
H 5.68 3.93 6.56 0.22
H 5.29 5.24 5.44 0.22
H 4.36 5.05 6.94 0.22
H 5.36 2.93 4.02 0.21
H 3.83 1.36 2.82 0.23
H 0.61 2.60 5.37 0.24
H 2.14 4.18 6.54 0.21
```

Multiplicity: 3
Expectation value of S²: 2.0447
Gap between HOMO and LUMO (spin up / spin down), eV: 4.66 / 5.40
Relative energy (zero: lowest compared OMol25 entry of this formula, charge and spin), eV: 0.000